A 16-piece molecular cluster, C60H104N16O20 overall at a distorted geometry, computed with ωB97M-V/def2-TZVPD.

```
! RIJCOSX wB97M-V def2-TZVPD def2/J DEFGRID3
* xyz 0 1
C -13.62 -2.11 22.65
C -12.27 -2.40 22.29
C -11.59 -3.35 23.00
C -12.30 -4.07 23.91
C -13.65 -3.95 24.20
C -14.32 -2.93 23.57
N -11.51 -5.13 24.59
O -10.29 -5.11 24.62
O -12.10 -6.01 25.17
H -14.18 -1.36 22.09
H -11.82 -1.83 21.47
H -10.57 -3.50 22.90
H -14.07 -4.72 24.79
H -15.44 -2.85 23.76
C -13.54 -5.56 16.90
C -13.21 -6.57 17.78
C -12.24 -6.37 18.70
C -11.61 -5.16 18.89
C -11.86 -4.11 17.94
C -12.80 -4.39 16.98
N -10.86 -4.91 20.12
O -10.70 -5.82 20.85
O -10.51 -3.75 20.35
H -14.21 -5.63 16.15
H -13.71 -7.55 17.80
H -11.94 -7.13 19.45
H -11.31 -3.18 18.03
H -12.91 -3.62 16.24
C -20.64 -6.43 20.15
C -20.19 -5.13 20.11
C -19.20 -4.62 20.95
C -18.69 -5.51 21.94
C -19.09 -6.81 22.02
C -20.09 -7.28 21.13
N -17.67 -5.07 22.92
O -17.03 -5.90 23.41
O -17.58 -3.89 23.14
H -21.38 -6.79 19.50
H -20.44 -4.42 19.30
H -19.00 -3.55 20.87
H -18.74 -7.42 22.83
H -20.43 -8.30 21.18
C -15.13 0.30 28.44
C -15.34 -1.10 28.27
C -16.28 -1.48 27.37
C -16.84 -0.57 26.48
C -16.53 0.76 26.52
C -15.70 1.24 27.56
N -17.77 -1.07 25.44
O -17.99 -2.24 25.32
O -18.26 -0.26 24.68
H -14.45 0.65 29.21
H -14.83 -1.80 28.92
H -16.63 -2.53 27.14
H -16.85 1.37 25.72
H -15.40 2.28 27.71
C -8.69 -5.88 27.88
C -9.71 -6.91 27.57
O -10.75 -7.19 28.15
N -9.35 -7.56 26.46
C -10.30 -8.51 25.90
H -8.07 -6.17 28.73
H -9.18 -4.92 28.15
H -8.07 -5.72 27.00
H -8.54 -7.25 25.97
H -11.18 -7.91 25.54
H -10.66 -9.29 26.54
H -9.81 -8.93 25.05
C -17.11 -6.44 17.60
C -16.64 -5.24 18.43
O -17.17 -4.16 18.32
N -15.64 -5.55 19.30
C -15.18 -4.60 20.29
H -16.22 -7.04 17.30
H -17.78 -6.28 16.72
H -17.72 -7.08 18.27
H -15.35 -6.48 19.53
H -15.03 -3.63 19.77
H -14.21 -4.93 20.65
H -15.87 -4.41 21.15
C -7.29 -7.35 22.91
C -7.26 -6.19 23.90
O -7.24 -6.33 25.12
N -7.21 -4.87 23.50
C -6.74 -4.36 22.17
H -7.62 -7.02 21.95
H -7.89 -8.21 23.19
H -6.24 -7.66 22.84
H -7.13 -4.28 24.33
H -7.54 -4.22 21.47
H -5.96 -4.98 21.77
H -6.21 -3.42 22.41
C -17.81 1.59 22.35
C -17.20 0.56 21.30
O -16.40 0.92 20.42
N -17.49 -0.74 21.57
C -16.80 -1.88 20.81
H -18.77 1.21 22.74
H -18.02 2.54 21.90
H -17.06 1.66 23.18
H -17.90 -0.91 22.44
H -16.43 -2.63 21.49
H -16.01 -1.40 20.21
H -17.53 -2.32 20.09
C -16.15 -6.74 30.67
C -16.62 -6.74 29.19
O -17.15 -7.64 28.59
N -16.46 -5.55 28.56
C -17.01 -5.24 27.28
H -15.40 -7.55 30.83
H -16.95 -7.10 31.28
H -15.75 -5.77 30.92
H -16.07 -4.78 29.10
H -17.97 -4.79 27.30
H -17.13 -6.18 26.73
H -16.40 -4.50 26.66
C -11.06 2.02 18.28
C -11.90 0.72 18.23
O -11.33 -0.36 18.41
N -13.21 0.90 18.08
C -14.12 -0.27 18.12
H -10.51 2.01 19.23
H -11.78 2.82 18.45
H -10.29 2.21 17.56
H -13.53 1.80 18.29
H -15.15 0.11 18.34
H -13.93 -1.03 18.87
H -14.17 -0.80 17.18
C -11.44 -9.80 22.75
C -11.47 -9.93 21.25
O -10.75 -9.32 20.52
N -12.26 -10.93 20.78
C -12.33 -11.22 19.36
H -11.45 -8.76 22.97
H -10.38 -10.09 22.96
H -12.17 -10.33 23.32
H -12.76 -11.50 21.42
H -12.91 -12.17 19.20
H -11.37 -11.30 18.86
H -12.92 -10.47 18.82
C -12.22 0.54 24.68
C -13.06 1.72 24.21
O -13.82 2.29 25.02
N -12.95 2.19 22.98
C -12.48 1.40 21.83
H -11.91 0.62 25.76
H -11.29 0.36 24.06
H -12.81 -0.38 24.68
H -13.63 2.94 22.78
H -13.14 1.50 21.01
H -12.45 0.36 22.08
H -11.50 1.69 21.41
C -12.99 -4.78 27.84
C -13.12 -4.55 29.30
O -13.96 -3.77 29.77
N -12.14 -5.19 29.99
C -12.20 -5.21 31.48
H -13.18 -5.87 27.65
H -11.99 -4.53 27.44
H -13.68 -4.16 27.28
H -11.51 -5.83 29.46
H -12.54 -6.18 31.76
H -12.85 -4.45 31.82
H -11.17 -4.96 31.89
C -7.67 -2.68 17.27
C -7.64 -2.43 18.71
O -6.82 -2.99 19.44
N -8.51 -1.48 19.17
C -8.75 -1.09 20.56
H -6.84 -2.23 16.81
H -8.51 -2.23 16.69
H -7.54 -3.74 16.99
H -9.37 -1.40 18.58
H -8.68 -1.98 21.14
H -9.72 -0.62 20.64
H -7.96 -0.40 20.85
C -13.91 -7.57 21.97
C -14.73 -8.58 21.14
O -14.95 -8.48 19.95
N -15.20 -9.56 21.88
C -16.04 -10.56 21.28
H -14.60 -7.03 22.61
H -13.40 -6.87 21.42
H -13.25 -8.10 22.72
H -14.86 -9.77 22.83
H -15.88 -11.47 21.87
H -15.71 -10.77 20.27
H -17.07 -10.29 21.28
C -14.06 -9.01 26.97
C -15.00 -9.32 25.79
O -14.65 -9.84 24.74
N -16.29 -8.93 26.06
C -17.30 -9.29 25.07
H -13.51 -8.11 26.87
H -13.32 -9.83 27.01
H -14.67 -8.98 27.88
H -16.62 -8.65 26.96
H -17.00 -9.16 24.02
H -18.19 -8.78 25.36
H -17.45 -10.38 25.07
*
```

Values from the calculation:
Gap between HOMO and LUMO (eV): 8.5
Highest occupied orbital energy (eV): -9.0
Lowest unoccupied orbital energy (eV): -0.472
Total energy (hartree): -4729.35442

Löwdin atomic charge list, values in e, 5 entries: C -0.06; C -0.06; C -0.03; C -0.13; C 0.00